{"formula": "C30H40AsFN4O7RhSi2", "method": "the ωB97M-V functional and the def2-TZVPD basis", "total_charge": 1, "gap_ev": [4.59, 4.17], "energy_ev": -134367.516, "elements": ["Rh", "O", "C", "O", "C", "C", "C", "C", "C", "N", "C", "O", "O", "H", "H", "H", "H", "F", "C", "C", "C", "C", "O", "C", "C", "N", "C", "C", "C", "C", "C", "C", "N", "C", "C", "N", "C", "C", "C", "O", "O", "H", "H", "H", "H", "H", "H", "H", "H", "H", "H", "H", "H", "H", "H", "H", "H", "H", "H", "C", "Si", "C", "C", "As", "Si", "C", "C", "C", "H", "H", "H", "H", "H", "H", "H", "H", "H", "H", "H", "H", "H", "H", "H", "H", "H", "H"], "positions_angstrom": [[-0.28009, 0.47522, -2.52277], [0.19791, 4.50684, -1.76352], [-0.11610, 3.27739, -2.20830], [0.73461, 2.40393, -2.29751], [-1.50015, 3.06768, -2.59479], [-2.44774, 4.08540, -2.51203], [-3.74000, 3.82398, -2.89047], [-4.03639, 2.54560, -3.35185], [-3.04870, 1.58372, -3.42833], [-1.77131, 1.81764, -3.04927], [-3.47305, 0.24432, -4.00079], [-4.64182, -0.05552, -3.97659], [-2.53692, -0.47060, -4.59821], [1.15337, 4.49256, -1.59847], [-2.13912, 5.05602, -2.15203], [-4.50508, 4.58608, -2.84248], [-5.03252, 2.27215, -3.66605], [-0.50170, 3.32786, 3.89450], [0.21854, 2.27283, 3.43256], [-0.11026, 1.70640, 2.23579], [0.57701, 0.58022, 1.78861], [0.19934, -0.03142, 0.50168], [-0.71500, 0.42107, -0.19215], [0.97196, -1.19556, 0.11739], [1.94247, -1.65234, 0.92797], [2.28548, -1.07912, 2.12706], [3.31072, -1.67641, 2.94734], [4.53796, -2.23065, 2.29904], [4.62756, -0.97151, 3.10857], [1.60579, 0.03693, 2.57297], [1.94016, 0.65527, 3.78721], [1.25825, 1.77241, 4.22522], [1.62947, 2.37230, 5.46109], [1.35296, 1.62687, 6.67132], [2.35424, 2.01411, 7.74302], [2.24921, 3.50245, 7.96276], [2.48061, 4.26733, 6.68219], [1.46575, 3.79718, 5.65502], [0.73271, -1.71918, -1.28964], [0.03692, -2.71851, -1.47552], [1.28137, -0.99247, -2.18141], [-0.92188, 2.09766, 1.63548], [2.51862, -2.52947, 0.66975], [2.92369, -2.20517, 3.81193], [4.64075, -2.13056, 1.22840], [4.94232, -3.14563, 2.70576], [4.75892, -0.04655, 2.56363], [5.10905, -1.00459, 4.07657], [2.75660, 0.27651, 4.38588], [1.42802, 0.55841, 6.48269], [0.33220, 1.82388, 7.04311], [3.37193, 1.81978, 7.40994], [2.16775, 1.51920, 8.69405], [2.89894, 3.80744, 8.68812], [1.30472, 3.71372, 8.29713], [3.49493, 4.04066, 6.35975], [2.38624, 5.32787, 6.90698], [1.64698, 4.32843, 4.72383], [0.45335, 4.06375, 5.99354], [-4.09198, -3.40396, -4.38153], [-3.13395, -3.13316, -2.81987], [-2.26533, -4.66532, -2.23408], [-4.17220, -2.39355, -1.46788], [-1.46315, -1.48455, -3.37175], [-0.12260, -2.34727, -5.16379], [1.23983, -1.11782, -5.45132], [-1.19813, -2.45750, -6.67408], [0.51989, -4.01008, -4.63390], [-5.04664, -3.87932, -4.14124], [-3.55584, -4.04734, -5.07945], [-4.30187, -2.44830, -4.86070], [-2.95921, -5.26978, -1.64396], [-1.41361, -4.40629, -1.60981], [-1.91192, -5.27324, -3.06736], [-4.78334, -3.16166, -0.98803], [-4.83124, -1.62648, -1.87645], [-3.53854, -1.93523, -0.70557], [0.86775, -0.10445, -5.28432], [1.61854, -1.18428, -6.47429], [2.05829, -1.28124, -4.75007], [-1.66041, -1.49181, -6.88054], [-1.99363, -3.19487, -6.56739], [-0.58289, -2.73860, -7.53237], [0.88438, -3.95663, -3.60671], [1.34024, -4.33294, -5.27900], [-0.26400, -4.76813, -4.68023]]}

{"formula": "C30H40F6NO6PtS2Se", "method": "the ωB97M-V functional and the def2-TZVPD basis", "e_above_lowest_kj_mol": 0.0, "total_charge": -1, "gap_ev": 7.27, "energy_ev": -152105.306, "elements": ["Pt", "C", "C", "C", "C", "C", "C", "C", "Se", "C", "C", "C", "C", "C", "C", "O", "C", "C", "C", "C", "C", "C", "C", "C", "C", "O", "C", "C", "C", "C", "C", "C", "H", "H", "H", "H", "H", "H", "H", "H", "H", "H", "H", "H", "H", "H", "H", "H", "H", "H", "H", "H", "H", "H", "H", "H", "H", "H", "H", "H", "H", "H", "H", "H", "H", "H", "H", "H", "H", "H", "H", "H", "F", "C", "F", "F", "S", "O", "O", "N", "S", "O", "O", "C", "F", "F", "F"], "positions_angstrom": [[-1.19548, 2.04034, -0.08918], [3.95530, -2.03429, -2.69202], [2.76700, -1.95910, -3.65144], [2.09872, -3.34096, -3.68926], [3.29833, -1.61616, -5.05000], [1.74739, -0.90902, -3.21522], [1.91153, -0.11353, -2.09690], [0.91517, 0.78216, -1.74402], [1.08572, 1.96440, -0.22677], [1.19950, 0.93275, 1.38652], [2.39949, 0.31499, 1.72640], [2.50829, -0.37539, 2.91202], [1.38008, -0.36670, 3.74905], [0.18814, 0.26975, 3.46800], [0.06249, 0.94979, 2.21144], [-1.06442, 1.54704, 1.88244], [-0.99022, 0.21700, 4.44308], [-0.60009, -0.44161, 5.76898], [-2.11940, -0.61340, 3.81627], [-1.50028, 1.63229, 4.76635], [3.76660, -1.12830, 3.33697], [4.28022, -0.57608, 4.67413], [4.88667, -0.99707, 2.30468], [3.43943, -2.61964, 3.49913], [-0.26407, 0.97534, -2.47737], [-1.18201, 1.85951, -2.11550], [-0.42840, 0.17756, -3.64457], [0.57332, -0.72429, -3.95937], [-1.69085, 0.32347, -4.49492], [-1.68007, -0.62461, -5.69605], [-1.79151, 1.75972, -5.03350], [-2.93409, -0.00523, -3.65119], [4.65153, -2.80482, -3.03038], [3.63502, -2.29205, -1.68019], [4.49866, -1.08771, -2.65111], [2.82326, -4.10793, -3.97705], [1.27756, -3.36750, -4.40690], [1.69416, -3.59691, -2.70832], [4.02915, -2.36187, -5.37558], [3.78095, -0.63681, -5.04700], [2.49232, -1.58968, -5.78486], [2.79668, -0.18601, -1.47754], [3.23606, 0.39319, 1.04279], [1.45846, -0.89378, 4.69106], [-0.31715, -1.48900, 5.63959], [-1.46070, -0.41541, 6.44005], [0.22370, 0.08484, 6.25837], [-1.79118, -1.64526, 3.66508], [-2.42577, -0.20256, 2.85955], [-2.98920, -0.62183, 4.47923], [-0.67829, 2.26875, 5.10597], [-2.24003, 1.57611, 5.56954], [-1.96416, 2.09412, 3.90061], [4.50396, 0.48904, 4.58797], [5.19169, -1.09846, 4.97776], [3.54175, -0.69955, 5.46759], [5.18180, 0.04506, 2.16425], [4.58824, -1.40447, 1.33633], [5.76464, -1.55121, 2.64397], [2.65094, -2.77552, 4.23685], [4.32441, -3.17293, 3.82609], [3.09792, -3.04089, 2.55160], [0.43831, -1.34272, -4.83743], [-0.84229, -0.42220, -6.36849], [-2.60317, -0.48633, -6.26253], [-1.63493, -1.67172, -5.38710], [-0.91206, 2.00456, -5.63515], [-1.86941, 2.47695, -4.21972], [-2.67646, 1.85405, -5.66893], [-2.88219, -1.03079, -3.27736], [-3.83284, 0.08928, -4.26719], [-3.02613, 0.66442, -2.80051], [-5.54399, 0.29586, -1.41288], [-5.59333, 0.32315, -0.08231], [-5.85510, -0.91325, 0.35475], [-6.59606, 1.12258, 0.29103], [-3.99316, 0.91644, 0.64245], [-3.09686, -0.17334, 0.41065], [-4.31671, 1.31878, 1.97398], [-3.63939, 2.10219, -0.35784], [-3.85061, 3.68911, -0.29518], [-5.06522, 4.10301, -0.93070], [-2.63127, 4.32854, -0.68789], [-4.09618, 4.24492, 1.46132], [-4.16485, 5.58268, 1.40864], [-3.07985, 3.91170, 2.24542], [-5.23516, 3.80244, 1.97944]]}

{"formula": "C30H40HgN6OS5", "method": "the ωB97M-V functional and the def2-TZVPD basis", "e_above_lowest_kj_mol": 40.0, "multiplicity": 2, "total_charge": -1, "gap_ev": [6.38, 6.27], "energy_ev": -101098.343, "elements": ["Hg", "C", "N", "C", "C", "C", "C", "C", "C", "N", "C", "C", "C", "C", "C", "C", "N", "C", "C", "C", "C", "C", "N", "H", "H", "H", "H", "H", "H", "H", "H", "H", "H", "H", "H", "H", "H", "H", "H", "H", "H", "C", "N", "C", "C", "C", "N", "C", "C", "H", "H", "H", "H", "H", "H", "H", "H", "H", "H", "H", "H", "H", "H", "H", "H", "C", "S", "C", "C", "S", "S", "C", "S", "S", "H", "H", "H", "C", "C", "O", "H", "H", "H"], "positions_angstrom": [[0.44233, -0.95715, 0.16600], [-1.98869, 2.61406, -1.22588], [-2.50995, 1.28742, -1.44698], [-3.75607, 1.00805, -0.75678], [-3.73734, -0.33836, -0.06742], [-4.18146, -0.46044, 1.24580], [-4.12940, -1.69610, 1.86482], [-3.63251, -2.77614, 1.15312], [-3.22045, -2.56048, -0.15178], [-3.27776, -1.37933, -0.75958], [-2.55127, 0.93316, -2.84391], [-1.20062, 0.64626, -3.46847], [-1.12567, 0.37316, -4.83319], [0.10238, 0.05239, -5.38557], [1.21571, 0.00206, -4.55777], [1.03932, 0.29872, -3.21645], [-0.13486, 0.62966, -2.68063], [-1.60987, 2.93112, 0.20482], [-1.03398, 4.17488, 0.46722], [-0.64016, 4.47848, 1.75171], [-0.84968, 3.53818, 2.75210], [-1.45266, 2.34628, 2.40262], [-1.82893, 2.03642, 1.16059], [-2.68966, 3.39668, -1.58088], [-1.07329, 2.72312, -1.81209], [-4.62277, 1.06065, -1.43721], [-3.91492, 1.76417, 0.00846], [-4.52286, 0.41783, 1.77867], [-4.44955, -1.81046, 2.89345], [-3.54701, -3.75919, 1.59644], [-2.81307, -3.38010, -0.73490], [-3.05682, 1.71105, -3.45185], [-3.14789, 0.02439, -2.93716], [-2.02171, 0.40905, -5.44230], [0.18949, -0.16470, -6.44329], [2.19938, -0.25162, -4.92976], [1.87538, 0.26180, -2.52763], [-0.87280, 4.86905, -0.34710], [-0.15952, 5.42354, 1.97184], [-0.54402, 3.71897, 3.77384], [-1.64737, 1.59148, 3.15820], [1.98674, -4.27166, 1.44230], [2.51802, -2.98077, 1.80210], [3.73480, -2.67420, 1.08296], [2.63651, -2.77735, 3.22763], [1.29272, -2.56087, 3.91894], [0.55182, -1.44454, 3.37911], [-0.85011, -1.47692, 3.70866], [1.14416, -0.15639, 3.66099], [2.65151, -5.10301, 1.74732], [1.84519, -4.31809, 0.36181], [1.01091, -4.42768, 1.90416], [4.57152, -3.34760, 1.34646], [4.03624, -1.64613, 1.28770], [3.55576, -2.75771, 0.01008], [3.27012, -1.90348, 3.38755], [3.14653, -3.62540, 3.72698], [1.47867, -2.45101, 5.00658], [0.67783, -3.45674, 3.80175], [-1.04865, -1.30560, 4.78506], [-1.27490, -2.44339, 3.43044], [-1.37862, -0.71322, 3.13424], [1.13070, 0.08098, 4.74260], [0.60313, 0.62087, 3.12132], [2.17004, -0.10984, 3.30149], [2.28340, 5.31400, -0.70626], [1.61666, 4.13920, -1.90916], [2.76008, 2.82849, -1.75837], [2.93229, 2.03624, -0.65947], [2.18180, 2.08184, 0.86875], [4.14843, 0.78266, -0.92379], [4.59825, 1.13938, -2.55048], [5.69656, 0.26009, -3.43059], [3.77016, 2.51129, -3.15103], [1.60501, 6.16816, -0.68225], [3.27527, 5.64945, -1.00415], [2.31713, 4.83559, 0.27258], [-0.72934, -2.77791, -2.87449], [0.49875, -3.44656, -2.31527], [1.55822, -3.57193, -2.81578], [-0.49601, -2.27985, -3.81813], [-1.10844, -2.06084, -2.14594], [-1.48826, -3.54751, -3.02557]]}